DFT (ωB97M-V/def2-TZVPD) results for 3 unconnected molecules or ions with the total composition C15H27NO at a distorted geometry.

Structure (XYZ):
```
44
Properties=species:S:1:pos:R:3:forces:R:3
C 42.00500 20.28100 -0.33800 -2.9929 1.5706 2.9013
C 42.65500 19.97700 0.97600 -0.1273 2.8078 0.1438
C 41.67900 19.50600 1.96500 0.5668 1.7592 1.6822
C 42.38700 19.12300 3.19100 -1.2629 2.1931 3.6666
N 41.64400 18.23600 4.21600 3.6042 1.2235 0.6579
C 42.72500 18.05000 5.33500 -1.0417 -0.5861 -1.3795
C 42.30000 16.78400 6.06900 -0.9912 1.7317 0.1648
C 41.51600 15.88100 4.95800 0.7378 1.3225 2.2632
C 41.51600 16.89000 3.72400 -1.6372 -1.6576 -1.2430
C 40.39200 18.84800 4.82200 2.9181 2.1657 -0.5270
H 42.71000 20.71200 -0.92200 1.8705 0.6786 -2.7041
H 41.42000 21.12700 0.03600 -0.7583 0.3216 -1.0765
H 41.28800 19.54000 -0.71600 0.7661 0.0402 -0.1325
H 43.34300 20.79200 1.34700 -0.6520 -0.9075 -0.5809
H 43.08300 19.12100 0.73800 3.7402 -3.7358 -0.4759
H 41.33000 18.69500 1.48300 -1.8292 -3.1991 -1.2101
H 40.88800 20.17200 2.12800 -1.2544 1.1607 0.4227
H 42.68600 19.91000 3.93600 -1.2288 0.7721 -1.1796
H 43.39500 18.93300 3.01200 1.5735 -2.4208 -0.6222
H 42.78700 18.94800 5.88000 -0.3105 1.0458 1.0390
H 43.66600 17.99300 4.81700 0.3453 -0.5001 -0.3438
H 41.61800 17.25500 6.88500 1.1364 -1.8426 -0.9171
H 43.24200 16.35500 6.44400 -0.8387 -0.2499 0.3181
H 40.55700 15.58000 5.50200 1.1217 0.2618 -1.5470
H 42.23700 15.03300 4.86000 -1.2328 0.3985 -0.6395
H 40.53300 17.09200 3.09300 2.0798 -1.9339 0.6756
H 42.49600 16.64000 3.16900 -1.9565 0.4841 0.2527
H 39.58000 18.86900 4.14500 -0.9330 -0.5716 -0.3024
H 40.61400 19.90200 5.14900 -0.0435 -0.0113 -0.8541
H 40.42400 18.41900 5.75900 -1.5635 -1.5615 1.7559
O 40.22100 22.38000 5.74500 -0.4418 -1.2624 -0.0079
H 39.34600 22.01300 5.99300 0.6857 0.4725 -0.2034
C 34.51000 23.56200 5.46400 3.4950 -2.4775 1.4115
C 34.94500 23.79900 6.96800 -2.9039 0.6197 -4.8068
C 36.07200 23.22200 7.41700 0.5433 -1.3193 -0.6074
C 36.81400 22.22200 6.69500 -0.6960 -1.3767 -1.9826
C 36.50800 21.81800 5.30700 -3.8053 5.3235 3.5535
C 35.29000 22.63100 4.65100 3.4643 1.0244 10.1360
H 33.63700 23.96800 4.93600 0.3271 0.1906 0.8303
H 34.24800 24.44700 7.54600 0.9971 -0.5033 -0.2949
H 36.38500 23.41100 8.42100 0.1593 0.0846 0.5250
H 37.52200 21.65100 7.38500 -0.5808 0.8093 -1.6663
H 37.03300 21.03700 4.86700 0.7120 -1.0382 -1.0059
H 34.96100 22.47000 3.76800 -1.7618 -1.3071 -6.0898
```
Positions in Å, forces in eV/Å.

Output
Relative energy (zero: lowest compared OMol25 entry of this formula, charge and spin), kcal/mol: 217.3
Total charge: 0
Largest force on an atom, eV/Å: 10.8
HOMO energy, eV: -5.32
Molecular weight, g/mol: 237.387
Gap between HOMO and LUMO, eV: 5.18
E, Ha: -717.36900